34
Properties=species:S:1:pos:R:3:forces:R:3 method="wB97M-V/def2-TZVPD" e_lumo_ev="-6.6270 / -6.6077" orbital_gap_ha="0.20473 / 0.20546" energy_ha=-6069.259247 charge=+1 de_lowest_ev=1.089
Tc -0.795 -0.465 -0.729 -0.460 -1.063 -0.662
S -3.416 -3.458 -3.279 0.288 0.370 0.145
As -2.566 -3.446 -1.444 -0.644 -0.892 -0.462
S -3.150 -0.976 -0.289 0.165 -0.166 -0.023
S -0.477 -2.578 -1.383 0.117 0.925 0.504
S -2.971 -4.695 0.102 0.307 0.391 0.106
F 3.886 3.335 -2.525 0.166 0.015 -0.007
C 2.707 2.725 -2.596 0.012 -0.009 0.036
F 2.568 2.212 -3.824 -0.017 -0.088 -0.104
F 1.755 3.646 -2.431 -0.140 0.083 0.014
C 2.580 1.648 -1.546 -0.012 0.294 -0.041
C 3.531 1.472 -0.557 0.019 -0.077 0.003
C 3.340 0.501 0.421 0.065 0.051 0.016
C 2.168 -0.220 0.425 -0.108 -0.081 -0.076
N 1.239 -0.015 -0.519 0.361 -0.127 0.206
C 1.439 0.867 -1.502 0.156 -0.296 0.038
S 0.054 0.784 -2.561 -0.270 -0.204 0.298
H 4.419 2.089 -0.551 0.014 -0.021 -0.047
H 4.086 0.320 1.180 -0.006 0.004 -0.003
H 1.951 -0.975 1.166 -0.036 0.020 0.031
C -1.169 -1.248 3.723 0.168 0.085 -0.065
C -1.361 -1.718 2.304 0.102 -0.207 0.163
O -0.565 -0.868 1.398 -0.189 0.304 -0.149
H -1.735 -1.893 4.394 -0.011 0.019 -0.012
H -1.533 -0.225 3.850 -0.033 -0.040 0.032
H -0.118 -1.290 4.012 -0.033 -0.023 0.024
H -2.409 -1.672 2.020 -0.020 0.048 -0.085
H -0.998 -2.731 2.150 0.034 -0.004 -0.119
H -0.607 0.039 1.749 -0.017 -0.010 0.046
O -3.506 2.116 0.357 0.168 0.073 0.092
S -2.360 2.038 -0.474 -0.255 0.356 -0.091
O -1.157 1.411 0.197 -0.300 0.288 -0.165
O -2.041 3.036 -1.433 0.075 -0.044 0.242
S -2.788 0.237 -1.805 0.340 0.023 0.115